No. 1
Entry from OMol25: a molecular structure, C16H20CrF6NO6SSi (wB97M-V/def2-TZVPD).

Last column: Mulliken charge in e.
Geometry (Å):
Cr: -0.48629 1.59017 -0.17423  -0.106
O: -3.94521 3.60878 1.12375  -0.489
C: -2.72464 3.08820 1.12835  0.864
O: -2.31790 2.37588 0.21604  -0.079
C: -1.93511 3.38372 2.38580  -0.646
O: -0.55328 3.21664 2.21238  -0.408
C: 0.12823 4.32916 1.65316  -0.437
C: -0.19731 4.44981 0.13954  0.563
O: -0.63382 5.47818 -0.33094  -0.628
O: 0.01170 3.34840 -0.47311  -0.311
H: -4.42499 3.39447 0.30616  0.396
H: -2.19694 4.38630 2.74506  0.380
H: -2.22877 2.63634 3.13709  0.323
H: -0.12237 5.26415 2.16686  0.337
H: 1.19300 4.10177 1.76598  0.308
C: 1.15650 -4.58243 0.22774  -1.065
Si: 0.14438 -3.48198 1.41697  0.185
C: -1.06848 -4.56400 2.41921  -1.134
C: 1.31641 -2.56058 2.58629  -1.057
C: -0.86454 -2.35078 0.25893  0.620
C: -1.46976 -2.87888 -0.87195  -0.200
C: -2.02259 -2.06026 -1.84990  -1.236
C: -1.88596 -0.69480 -1.71736  -0.517
N: -1.32643 -0.15960 -0.63714  0.285
C: -0.88037 -0.96017 0.35102  0.297
S: -0.37101 0.04358 1.65189  -0.429
H: 1.78196 -5.27074 0.78705  0.381
H: 1.80685 -3.97886 -0.39893  0.277
H: 0.52114 -5.17591 -0.42312  0.345
H: -0.50237 -5.26015 3.02944  0.324
H: -1.72404 -5.14790 1.78049  0.347
H: -1.68556 -3.96914 3.08464  0.340
H: 1.97169 -3.26477 3.09032  0.382
H: 0.77553 -2.00586 3.34479  0.345
H: 1.94117 -1.85705 2.04582  0.312
H: -1.50733 -3.94793 -1.00032  0.373
H: -2.49418 -2.47683 -2.72416  0.394
H: -2.23303 -0.00340 -2.47635  0.578
C: 0.93221 1.32661 -3.09517  -2.139
C: 1.81907 0.88055 -1.92242  1.567
O: 1.20772 0.86491 -0.71777  -0.429
C: 2.31996 -0.56132 -2.18167  0.350
F: 2.90077 -0.75351 -3.37402  -0.307
F: 3.17951 -0.99177 -1.26202  -0.256
F: 1.26720 -1.39938 -2.14155  -0.175
C: 3.03427 1.83183 -1.82253  0.635
F: 3.82601 1.79341 -2.90684  -0.281
F: 2.61688 3.09393 -1.69100  -0.234
F: 3.80548 1.56958 -0.77196  -0.230
H: 0.15667 0.58051 -3.25782  0.379
H: 1.51530 1.44402 -4.00512  0.454
H: 0.47266 2.27708 -2.82732  0.452

Cartesian forces, eV/Å:
Cr 2.148 -1.244 0.257
O 0.490 -0.091 0.133
C -0.354 -0.363 -0.397
O -0.557 0.450 0.330
C 0.397 0.054 0.193
O -0.362 -0.101 0.191
C 0.136 0.310 -0.473
C -0.228 1.083 1.243
O 0.092 -0.101 -0.067
O 0.174 -0.545 -0.861
H 0.225 -0.128 0.031
H -0.002 -0.118 -0.032
H -0.177 0.190 -0.196
H -0.022 -0.160 -0.035
H -0.176 0.110 0.006
C -0.380 0.416 0.508
Si 0.022 -0.504 0.103
C 0.550 0.407 -0.388
C -0.401 -0.261 -0.425
C 0.407 -0.325 0.066
C 0.052 0.175 0.255
C -0.034 0.242 -0.177
C -0.198 -0.205 -0.315
N -0.380 -0.540 -0.147
C -0.197 0.356 0.297
S 0.034 0.774 -0.006
H 0.119 -0.142 0.157
H 0.077 0.162 -0.090
H -0.148 -0.080 -0.101
H 0.131 -0.173 0.154
H -0.110 -0.059 -0.178
H -0.103 0.175 0.092
H 0.075 -0.280 0.042
H -0.105 0.084 0.105
H 0.073 0.135 -0.128
H -0.007 -0.252 -0.083
H -0.077 -0.015 -0.096
H 0.017 -0.030 -0.033
C 0.163 -0.091 0.238
C 0.628 0.194 -0.831
O -1.829 0.430 0.823
C -0.164 -0.365 -0.034
F 0.033 0.301 -0.240
F 0.199 0.047 0.312
F -0.282 -0.082 -0.001
C 0.098 0.146 -0.039
F 0.006 -0.119 -0.280
F -0.179 0.265 -0.032
F 0.125 -0.171 0.319
H -0.007 -0.036 -0.023
H -0.034 0.021 -0.083
H 0.042 0.054 -0.067

## Properties
2S+1 ... 2
Relative energy (zero: lowest compared OMol25 entry of this formula, charge and spin) ... 28.3 kJ/mol
HOMO (alpha / beta) ... -0.30160 / -0.30304 Ha
Gap between HOMO and LUMO (alpha / beta) ... 7.393 / 7.793 eV
E_tot ... -94133.4875 eV

***

No. 2
Entry from OMol25: a molecular structure, C15H22N2O2 (wB97M-V/def2-TZVPD).

Last column: Mulliken charge in e.
Geometry (Å):
C: -2.60542 -1.56471 -2.73290  -0.779
N: -3.52300 -2.47431 -2.03460  -0.265
C: -3.26765 -3.87115 -2.52241  -1.496
H: -3.89469 -4.41308 -1.78673  0.272
H: -2.34047 -3.93091 -2.29384  0.591
H: -3.51847 -3.83551 -3.31722  0.671
C: -3.30927 -2.18514 -0.33844  -0.723
C: -2.06349 -2.50549 0.08677  -0.120
C: -0.78721 -1.75320 -0.32055  0.173
O: 0.08673 -2.38313 -0.77538  -0.624
N: -0.68598 -0.55293 -0.13005  0.668
H: -1.48564 -0.02922 0.46791  0.321
C: 0.10695 0.47049 -0.19126  -1.066
H: 1.02118 -0.25994 -0.93206  0.236
H: -0.09483 1.37103 -0.78976  0.118
C: 1.02933 0.66998 1.22335  -0.467
C: 2.10340 1.49943 0.99281  0.872
C: 3.27479 0.92298 0.23390  -0.678
C: 4.38432 1.59654 -0.26790  -0.941
C: 4.62900 2.86919 0.41761  -0.409
C: 3.51929 3.59888 1.07290  -0.897
C: 2.54966 2.72869 1.43919  1.093
C: 1.35136 3.29497 2.17055  -1.239
C: 0.62292 2.11982 2.95548  -1.019
O: -0.00275 1.47217 1.59874  -0.452
H: -0.42166 2.52213 3.37117  0.277
H: 1.02745 1.71683 3.66001  0.651
H: 1.73127 3.97728 2.82941  0.676
H: 0.63694 3.93101 1.70922  0.393
H: 3.59758 4.44588 1.57287  0.513
H: 5.48515 3.50276 0.05809  0.324
H: 5.17335 1.32199 -0.74043  0.526
H: 3.17336 -0.12290 -0.25517  0.246
H: 1.16489 -0.16781 1.68789  0.644
H: -2.22270 -2.38952 1.30016  0.211
H: -1.75835 -3.78074 -0.11727  0.232
H: -3.60479 -1.00830 -0.50711  0.208
H: -4.07000 -2.92528 0.03852  0.358
H: -2.74960 -0.46467 -2.46891  0.242
H: -1.32797 -1.70360 -2.67623  0.155
H: -2.93498 -1.71051 -3.68835  0.504

Cartesian forces, eV/Å:
C 2.572 0.993 2.365
N 0.909 2.036 2.806
C -0.808 2.197 19.113
H 0.323 -0.633 -1.052
H 6.526 -1.938 0.645
H -5.449 -0.267 -17.976
C -6.592 1.568 -7.223
C 5.149 -4.035 4.907
C -3.126 -6.478 0.191
O 4.402 -3.307 -2.326
N -9.500 9.404 5.963
H 0.793 -2.720 -1.429
C 12.419 -2.256 -4.473
H -1.726 2.747 1.238
H -0.292 -0.277 0.862
C -5.845 3.962 -7.090
C 11.552 -0.586 -3.742
C -2.074 -2.343 -2.175
C -4.553 4.941 7.305
C -1.971 2.520 -2.149
C 4.403 -7.233 -2.809
C -7.040 0.713 0.299
C -0.140 -1.788 2.521
C -10.010 9.302 -10.482
O -0.136 1.158 7.636
H 2.403 -0.536 -0.535
H 5.240 -6.092 7.183
H 1.173 1.777 2.559
H -0.747 -0.159 -1.383
H 0.556 4.043 1.729
H -0.554 -0.884 0.647
H 4.382 -2.809 -3.453
H -0.180 1.516 1.130
H 0.693 -5.183 2.769
H 1.096 -0.474 -2.435
H -0.985 3.980 0.703
H 0.521 -2.962 1.469
H 0.334 1.535 0.062
H -0.114 -1.417 -0.137
H -3.537 -0.163 -0.143
H -0.066 0.145 -3.090

## Properties
Relative energy (zero: lowest compared OMol25 entry of this formula, charge and spin) ... 1691.4 kJ/mol
HOMO ... -0.30070 Ha
Gap between HOMO and LUMO ... 8.708 eV
E_tot ... -22970.6909 eV

***

No. 3
Entry from OMol25: a single C3H10FNSi molecule (wB97M-V/def2-TZVPD).

Last column: Mulliken charge in e.
Geometry (Å):
C: -0.62452 1.91681 0.79532  -0.736
N: -0.67294 1.04325 -0.35087  -0.415
Si: -0.27798 -0.70767 0.02149  0.829
C: -0.18074 -1.33352 -1.78965  -1.025
C: 1.38441 -0.44042 1.01442  -1.040
F: -0.63264 -2.58428 0.73495  -0.554
H: -0.77471 2.98828 0.38280  0.269
H: -1.39000 1.67084 1.51374  0.294
H: 0.39902 1.74290 1.31503  0.206
H: -1.60159 1.09012 -0.93426  0.283
H: -0.03057 -0.46224 -2.38445  0.371
H: 0.62418 -1.90442 -1.79745  0.340
H: -1.11337 -1.97025 -2.13819  0.239
H: 2.07860 -0.24625 0.25814  0.329
H: 1.18863 0.43351 1.70692  0.307
H: 1.62424 -1.23665 1.65207  0.304

Cartesian forces, eV/Å:
C 0.988 1.954 -0.168
N -2.498 -3.312 -0.352
Si 1.961 -2.050 -1.034
C -5.499 1.094 1.137
C -3.545 1.233 0.907
F -0.077 3.776 -0.868
H 0.501 -1.492 1.211
H -0.361 0.369 0.440
H -2.031 1.182 -1.103
H 2.291 0.257 1.487
H -0.042 0.500 -0.711
H 3.704 -2.912 -0.307
H 1.926 1.394 0.757
H 1.395 0.492 -0.900
H 0.841 -1.110 -0.965
H 0.448 -1.375 0.468

## Properties
Relative energy (zero: lowest compared OMol25 entry of this formula, charge and spin) ... 88.8 kJ/mol
HOMO ... -0.37399 Ha
Gap between HOMO and LUMO ... 9.916 eV
E_tot ... -15357.9967 eV

***

No. 4
Entry from OMol25: a single C9H7F5 molecule (wB97M-V/def2-TZVPD).

Last column: Mulliken charge in e.
Geometry (Å):
C: -1.92615 1.47225 0.08295  -0.736
C: -1.08826 0.80518 0.83976  -0.519
C: 0.41695 0.32629 0.28635  1.350
C: 1.42152 1.31620 0.86463  0.663
F: 1.08868 2.57837 0.52993  -0.278
F: 1.49591 1.28757 2.19660  -0.263
F: 2.66000 1.12760 0.39393  -0.255
C: 0.43990 0.35917 -1.20951  -1.165
C: -0.00364 -0.68025 -1.91568  -0.526
C: -0.47973 -1.87641 -1.24832  -0.193
C: -0.24431 -2.07727 0.04574  -0.988
C: 0.60967 -1.10269 0.80646  0.759
F: 0.35149 -1.18133 2.13924  -0.311
F: 1.92723 -1.48023 0.69546  -0.344
H: -2.87993 1.79232 0.46739  0.304
H: -1.70610 1.72375 -0.94000  0.311
H: -1.24877 0.54610 1.86925  0.379
H: 0.77501 1.27361 -1.67044  0.461
H: -0.03144 -0.65310 -2.99306  0.461
H: -1.03038 -2.60009 -1.82826  0.436
H: -0.54767 -2.95704 0.58759  0.454

Cartesian forces, eV/Å:
C -0.200 0.053 -0.002
C 2.545 -0.735 -0.850
C -2.242 0.532 1.086
C 0.215 0.343 0.004
F -0.142 0.039 -0.170
F -0.134 -0.202 0.181
F 0.145 -0.186 -0.129
C -0.028 -0.133 -0.053
C 0.224 0.415 -0.013
C -0.087 -0.223 0.335
C 0.205 0.077 0.031
C 0.151 0.005 -0.283
F -0.265 0.011 0.135
F -0.002 0.035 -0.136
H -0.165 0.046 0.115
H 0.058 0.015 -0.201
H -0.164 0.012 0.238
H 0.035 0.089 -0.172
H 0.020 0.106 -0.132
H -0.067 -0.144 -0.015
H -0.102 -0.155 0.030

## Properties
Relative energy (zero: lowest compared OMol25 entry of this formula, charge and spin) ... 0.0 kJ/mol
HOMO ... -0.35054 Ha
Gap between HOMO and LUMO ... 9.543 eV
E_tot ... -23032.9717 eV

***

No. 5
Entry from OMol25: a single C7H11N molecule (wB97M-V/def2-TZVPD).

Last column: Mulliken charge in e.
Geometry (Å):
C: 0.40924 -0.98906 -0.12826  -0.609
C: 0.00001 0.33559 -0.08517  0.667
C: -1.46726 0.72051 0.07501  -0.379
C: -2.40065 -0.15058 -0.62946  -0.476
N: -2.52010 -0.27620 0.78980  -0.604
C: 1.25942 1.30929 -0.10149  -0.777
C: 2.49909 0.29381 0.16707  -0.518
C: 1.95301 -1.11338 -0.06783  -0.526
H: -0.33075 -1.83755 -0.24852  0.221
H: -1.60914 1.76378 0.30367  0.449
H: -2.00255 -0.92078 -1.26721  0.196
H: -3.10366 0.27628 -1.23969  0.315
H: -1.93271 -1.15560 1.16986  0.335
H: 1.31154 1.79084 -1.03976  0.312
H: 1.04133 2.05510 0.68158  0.332
H: 3.29090 0.47459 -0.53317  0.263
H: 2.87949 0.31693 1.30204  0.272
H: 2.33071 -1.56486 -0.95381  0.329
H: 2.24841 -1.70247 0.91724  0.198

Cartesian forces, eV/Å:
C -0.394 2.129 -0.174
C 1.174 -2.467 0.612
C 1.361 -1.471 0.598
C 1.027 -0.551 -0.692
N 2.849 -0.891 0.864
C -1.223 -2.324 2.140
C -1.316 1.045 2.013
C -1.333 -0.918 2.892
H 1.249 0.899 0.378
H -0.620 0.039 -0.151
H 0.730 -0.578 0.348
H -2.685 1.289 -0.548
H -1.570 2.559 -1.359
H 0.215 0.595 -1.066
H 0.712 -0.099 -0.245
H 0.611 0.417 0.019
H -0.736 0.509 -2.690
H 0.524 -0.646 -0.552
H -0.575 0.464 -2.386

## Properties
Relative energy (zero: lowest compared OMol25 entry of this formula, charge and spin) ... 334.1 kJ/mol
HOMO ... -0.30536 Ha
Gap between HOMO and LUMO ... 9.362 eV
E_tot ... -8924.2656 eV

***

No. 6
Entry from OMol25: 2 unconnected molecules or ions with the total composition C5H6N2S (wB97M-V/def2-TZVPD).

Last column: Mulliken charge in e.
Geometry (Å):
C: 0.44600 -2.06611 -0.11484  -0.133
C: -0.38538 0.26476 -1.10802  -0.364
C: -1.75164 0.17797 -1.15298  -0.263
C: 0.08370 0.36042 0.18532  0.722
C: 1.47786 0.57679 0.59986  -1.237
N: 0.63159 -3.20288 0.01997  -0.527
N: -0.91756 0.59163 1.09264  -0.244
S: -2.46743 0.56260 0.40479  0.011
H: 0.50178 0.25226 -1.85216  0.241
H: -2.28406 0.25559 -2.10869  0.389
H: 2.07769 0.24776 -0.22691  0.335
H: 1.67752 -0.09246 1.45756  0.411
H: 1.70591 1.69883 0.72977  0.336
H: -0.79599 0.37284 2.07368  0.323

Cartesian forces, eV/Å:
C 0.202 0.266 0.518
C 0.559 0.057 -1.745
C 0.853 1.861 -0.727
C -0.957 0.445 2.607
C 0.520 0.818 0.340
N -0.010 -0.286 -0.043
N 0.692 -0.331 -1.249
S 0.613 -1.107 -0.856
H -2.474 -0.322 0.626
H -0.235 -0.345 0.786
H 0.523 -0.324 -0.192
H 0.242 0.802 -0.262
H -0.494 -1.705 0.297
H -0.034 0.170 -0.101

## Properties
Relative energy (zero: lowest compared OMol25 entry of this formula, charge and spin) ... 383.8 kJ/mol
HOMO (alpha / beta) ... -0.30499 / -0.30495 Ha
Gap between HOMO and LUMO (alpha / beta) ... 7.526 / 7.525 eV
E_tot ... -19094.0329 eV